81
Properties=species:S:1:pos:R:3:forces:R:3:mulliken_charge:R:1 method="wB97M-V/def2-TZVPD" charge=+1 multiplicity=1 e_above_lowest_kcal_mol=20.4 lumo_ev=-1.8256
N -0.350198 -0.467901 -0.023506 -2.558 3.660 -1.616 2.10
H 0.258802 0.046099 -0.607506 0.889 0.528 -1.489 -0.13
H 0.074802 -0.285901 0.827494 -0.132 1.743 3.253 -0.24
H -0.097198 -1.372901 -0.004506 0.265 -4.822 -1.322 0.21
H -1.356198 -0.181901 -0.283506 1.927 -1.111 1.031 -0.94
C 2.264802 -3.147901 1.787494 0.624 1.766 0.904 0.12
C 2.399802 -4.529901 2.219494 2.035 -2.916 -0.333 0.21
O 1.646802 -5.231901 1.268494 0.221 -1.073 0.336 -0.37
C 0.796802 -4.397901 0.665494 -0.632 -2.665 -2.159 0.34
O 0.032802 -4.767901 -0.191506 0.136 0.861 0.919 -0.58
O 1.041802 -3.193901 1.046494 -0.353 3.695 0.708 0.13
F 1.925802 -4.851901 3.442494 -0.087 0.388 0.381 -0.31
H 3.100802 -3.001901 1.083494 -0.458 0.591 0.192 0.02
H 2.304802 -2.425901 2.677494 -0.509 -0.685 -1.675 0.02
H 3.458802 -4.910901 2.093494 -1.121 0.359 0.678 0.34
C -3.711198 3.070099 0.135494 0.889 -2.665 1.781 -0.48
C -3.057198 1.663099 0.085494 -0.080 4.454 1.128 -0.08
O -2.429198 1.570099 1.330494 1.123 -5.806 -3.085 -0.11
C -2.485198 2.616099 2.020494 2.192 2.917 5.739 0.52
O -1.914198 2.738099 3.128494 -2.068 -0.024 -3.685 -0.62
O -3.238198 3.474099 1.398494 -0.257 4.209 0.287 -0.39
F -2.234198 1.638099 -0.949506 2.123 0.033 -0.830 -0.28
H -4.742198 3.139099 0.248494 -2.001 -0.500 -0.222 0.35
H -3.442198 3.507099 -0.774506 1.120 1.828 -0.803 0.35
H -3.708198 0.959099 -0.110506 -3.258 -4.220 -0.079 0.57
C 3.045802 5.080099 -1.075506 0.079 2.425 -2.364 -0.63
C 1.911802 5.698099 -1.910506 1.562 -2.930 1.084 0.19
O 0.915802 4.511099 -1.864506 0.581 3.219 -0.951 -0.31
C 1.384802 3.566099 -1.089506 -1.940 -5.297 0.367 0.09
O 0.740802 2.441099 -0.919506 3.493 5.534 -0.393 0.03
O 2.628802 3.851099 -0.632506 -1.190 -1.468 1.697 -0.29
F 2.473802 5.982099 -3.121506 -1.774 -0.231 0.301 -0.27
H 3.427802 5.956099 -0.519506 -0.205 -1.429 1.518 0.43
H 3.776802 4.967099 -1.830506 1.295 -0.711 -0.568 0.35
H 1.685802 6.570099 -1.338506 -1.964 0.777 -0.697 0.36
C -1.122198 0.964099 -3.470506 -2.750 -0.303 -0.242 -1.14
O -1.578198 -0.178901 -2.734506 0.333 0.551 0.607 0.40
C -2.772198 -0.734901 -3.304506 2.973 0.610 -4.372 -0.58
C -2.993198 -2.017901 -2.599506 -2.222 -0.308 -5.640 -0.75
O -3.081198 -1.705901 -1.390506 -0.078 3.476 9.777 -0.08
C -3.125198 -2.764901 -0.513506 0.009 -1.655 2.132 -0.78
C -3.310198 -2.362901 0.985494 -0.460 -0.444 1.394 -0.67
O -2.215198 -1.558901 1.517494 -1.058 -2.282 -2.137 0.17
C -2.348198 -1.304901 2.869494 -0.851 3.791 -0.218 -0.68
H -0.332198 1.506099 -3.037506 1.118 0.114 1.058 0.19
H -1.953198 1.702099 -3.613506 0.446 -0.518 0.164 0.29
H -0.876198 0.602099 -4.434506 0.587 -0.127 -1.290 0.45
H -2.346198 -0.876901 -4.516506 -2.259 0.118 3.039 0.26
H -3.563198 -0.027901 -3.179506 -0.773 0.514 -0.365 0.34
H -2.103198 -2.470901 -2.751506 2.721 -2.918 -1.126 0.38
H -3.936198 -2.575901 -2.749506 0.485 -0.294 -1.896 0.33
H -2.270198 -3.488901 -0.628506 -0.296 0.880 0.059 0.36
H -4.011198 -3.367901 -0.738506 -0.228 -0.170 -0.033 0.54
H -3.351198 -3.374901 1.695494 -0.273 2.448 -2.078 0.28
H -4.287198 -1.705901 1.120494 1.677 -1.518 -0.215 0.29
H -3.378198 -0.914901 3.078494 0.491 0.242 -0.277 0.32
H -1.648198 -0.403901 2.873494 -0.718 -1.333 1.611 -0.10
H -2.324198 -2.081901 3.602494 1.219 -1.040 0.145 0.36
C 0.827802 0.158099 4.369494 0.539 1.541 3.134 -0.80
O 1.510802 0.035099 3.204494 1.613 2.153 -3.441 -0.16
C 1.990802 1.283099 2.628494 1.961 -2.026 -0.164 -1.20
C 2.963802 0.988099 1.489494 6.380 7.197 9.329 -0.65
O 2.481802 0.301099 0.634494 -3.058 -8.555 -10.516 0.61
C 3.483802 -0.098901 -0.459506 0.417 1.854 1.359 -0.83
C 2.703802 -0.475901 -1.698506 4.900 -2.074 1.207 -0.98
O 1.875802 -1.501901 -1.459506 -3.144 -3.056 -0.585 0.02
C 1.303802 -1.953901 -2.758506 5.336 -2.677 1.581 -1.32
H 0.175802 -0.717901 4.262494 -0.235 0.497 1.661 0.25
H 0.385802 1.165099 4.627494 -0.813 -0.993 -1.401 0.30
H 1.591802 0.291099 5.231494 -0.954 -1.643 -0.698 0.24
H 2.449802 1.980099 3.297494 0.459 -0.030 1.071 0.62
H 1.349802 1.857099 2.081494 -3.465 1.183 -0.793 0.34
H 3.924802 0.669099 1.980494 -0.276 -0.791 -0.226 0.29
H 3.328802 1.960099 1.082494 -0.333 0.504 0.337 0.30
H 4.078802 -0.964901 -0.178506 -0.394 -0.332 0.711 0.28
H 4.352802 0.741099 -0.472506 -2.507 -1.417 -0.615 0.37
H 3.391802 -0.766901 -2.504506 0.842 -0.164 0.269 0.60
H 2.246802 0.238099 -2.153506 -3.267 5.380 -2.224 0.53
H 0.919802 -1.229901 -3.313506 -2.697 3.422 -1.676 0.59
H 0.838802 -2.913901 -2.795506 -0.974 -0.237 1.028 0.33
H 2.215802 -2.173901 -3.388506 -0.389 -0.005 0.525 0.41

68
Properties=species:S:1:pos:R:3:forces:R:3:mulliken_charge:R:1 method="wB97M-V/def2-TZVPD" multiplicity=1 lumo_ev=0.6141
C -3.348518 1.857883 -0.024227 -0.131 -0.256 0.416 -1.05
C -2.708188 2.534531 1.188020 0.014 0.237 -0.215 -0.54
C -1.308935 3.147745 0.964435 0.146 -0.498 -0.207 0.78
C -0.946649 3.516084 -0.487473 0.119 0.194 0.494 -1.27
C -0.258943 2.358206 -1.218781 -0.346 0.154 -0.006 0.53
C -0.533456 2.290696 -2.717915 0.744 0.137 -0.019 -0.75
C 0.241478 1.127715 -3.378685 -0.435 0.283 -0.135 -0.82
C -0.561618 0.242054 -4.335447 -0.107 -0.288 0.187 -0.84
C -1.879688 -0.301411 -3.780285 -0.059 0.078 0.181 -1.58
C -1.769869 -0.933961 -2.399822 0.107 -0.191 0.143 1.37
C -0.983310 -2.255399 -2.354111 -0.274 -0.199 0.050 -0.51
C -1.668193 -3.398226 -1.579534 0.621 -0.107 -0.190 -1.28
C -1.341742 -3.398431 -0.089279 -0.491 0.024 0.136 -0.69
C -1.835243 -2.165757 0.685056 0.194 -0.086 0.334 0.43
C -0.912581 -1.759329 1.845467 -0.316 -0.033 -0.568 -1.19
C 0.325194 -1.034008 1.305627 0.135 0.005 0.010 0.96
C 1.013921 -0.061797 2.273096 0.189 -0.060 -0.360 1.27
O 0.579798 -0.252039 3.649408 0.251 -0.343 0.041 -0.47
S 1.504466 -1.380969 4.341256 0.030 -0.021 0.188 1.11
O 0.771936 -2.585047 4.499605 0.132 0.001 -0.191 -0.57
O 2.171699 -0.813413 5.462872 -0.170 0.151 -0.215 -0.62
O 2.557631 -1.540705 3.133801 -0.333 0.027 -0.023 -0.52
C 2.503981 -0.251408 2.450375 0.057 0.392 0.507 -0.89
C 3.411400 -0.085996 1.264392 0.076 -0.287 0.055 -0.99
C 4.847874 -0.477702 1.574927 -0.088 -0.261 0.409 0.50
C 5.409906 0.141970 2.836544 -0.077 -0.010 -0.073 -1.28
F 5.632153 -0.096495 0.492534 0.045 0.090 -0.241 -0.37
H -3.493300 2.526136 -0.868501 0.116 0.013 -0.107 0.33
H -4.334214 1.487844 0.262845 -0.048 0.011 -0.036 0.44
H -2.776331 0.979970 -0.327423 0.055 0.078 -0.213 0.25
H -3.377795 3.316781 1.548518 -0.085 -0.005 0.010 0.31
H -2.644605 1.783663 1.976334 -0.018 0.099 0.178 0.27
H -1.150993 3.999779 1.624023 -0.179 0.066 0.045 0.53
H -0.574537 2.400229 1.283563 0.085 0.092 0.032 -0.98
H -1.821573 3.865055 -1.035276 -0.085 -0.032 -0.036 0.43
H -0.270729 4.371311 -0.429996 0.046 0.033 -0.232 0.45
H 0.819503 2.445447 -1.061256 0.073 -0.118 -0.003 0.45
H -0.564862 1.420476 -0.748381 0.000 -0.063 -0.035 -0.63
H -0.161516 3.227997 -3.140360 -0.231 0.074 -0.133 0.55
H -1.601899 2.251762 -2.924229 -0.098 -0.091 0.098 0.30
H 1.066354 1.545708 -3.956117 0.198 -0.085 0.130 0.55
H 0.673214 0.517461 -2.582740 0.077 -0.138 -0.048 0.22
H -0.785675 0.773285 -5.261928 0.122 0.072 -0.054 0.37
H 0.078618 -0.605997 -4.593191 0.011 0.011 -0.174 0.37
H -2.292857 -1.041690 -4.470245 0.034 -0.003 -0.095 0.47
H -2.624530 0.496049 -3.724004 0.026 0.081 -0.053 0.39
H -1.307580 -0.225596 -1.712030 -0.090 0.117 -0.008 -1.48
H -2.774520 -1.113513 -2.011754 -0.079 0.021 -0.053 0.80
H -0.802267 -2.601156 -3.374071 0.009 0.050 -0.072 0.61
H -0.000624 -2.116337 -1.896118 0.121 0.119 -0.121 0.13
H -1.284855 -4.332943 -1.998420 -0.094 -0.090 0.056 0.38
H -2.744817 -3.411845 -1.759021 -0.084 0.154 0.052 0.43
H -0.268253 -3.542666 0.054373 0.096 0.136 -0.130 0.28
H -1.813412 -4.271696 0.368623 0.104 -0.089 0.014 0.38
H -2.824739 -2.385612 1.089228 -0.078 0.048 -0.041 0.51
H -1.947454 -1.293182 0.043986 -0.059 -0.050 -0.112 -0.70
H -1.480575 -1.103647 2.503669 0.125 0.023 0.174 0.62
H -0.626056 -2.652534 2.396171 0.016 0.091 0.269 0.25
H 1.072299 -1.754122 0.966288 -0.077 -0.124 -0.037 0.34
H 0.012564 -0.474830 0.421506 0.128 0.137 -0.031 -0.76
H 0.865505 0.971630 1.959907 -0.444 0.072 0.500 -0.30
H 2.787139 0.468750 3.224782 0.226 0.179 -0.200 0.75
H 3.042429 -0.619543 0.388614 0.068 -0.065 -0.043 0.31
H 3.418722 0.983821 1.040691 -0.118 0.024 -0.102 0.38
H 4.926961 -1.562606 1.661659 0.009 -0.072 -0.132 0.25
H 5.176190 1.203798 2.913203 0.046 0.074 -0.065 0.30
H 5.007366 -0.364860 3.712227 -0.018 -0.004 0.059 0.33
H 6.489200 0.012630 2.832994 0.062 0.022 0.043 0.39

74
Properties=species:S:1:pos:R:3:forces:R:3:mulliken_charge:R:1 method="wB97M-V/def2-TZVPD" charge=+1 multiplicity=2 e_above_lowest_kcal_mol=15.1 s_squared=0.754 lumo_ev="-3.9735 / -5.3428"
Ir 0.306364 -1.747877 -0.603755 -0.932 -0.494 0.202 1.73
S -0.519439 -1.257029 1.421308 -0.011 0.103 -0.095 -0.21
C -0.980259 -2.742733 2.233342 0.199 -0.061 0.012 0.16
C -1.527657 -2.727010 3.514371 -0.037 -0.025 0.082 -0.72
C -1.856559 -3.925527 4.119175 -0.002 0.099 0.024 -0.66
C -1.611104 -5.133073 3.467775 0.032 -0.069 -0.063 -0.58
C -1.033202 -5.148200 2.212527 -0.022 -0.057 0.054 -0.65
C -0.726030 -3.940330 1.588189 0.032 0.103 -0.043 0.49
S -0.026007 -3.890013 -0.021029 0.012 -0.004 0.055 -0.39
H -1.697828 -1.785770 4.023866 -0.002 -0.005 -0.010 0.43
H -2.298129 -3.925783 5.106653 0.001 0.009 -0.008 0.41
H -1.866697 -6.066107 3.951555 0.010 -0.002 -0.008 0.39
H -0.824372 -6.084222 1.709716 -0.006 0.003 0.003 0.42
C 3.892538 -3.064975 -2.736188 -0.017 0.004 -0.022 -1.05
C 3.181862 -3.676390 -1.552122 0.024 0.052 -0.049 -0.19
O 3.297506 -2.828205 -0.382523 -0.098 -0.107 0.114 -0.24
P 2.396451 -1.565442 -0.075368 0.410 0.468 -0.368 -0.42
O 2.771218 -1.277209 1.428216 -0.161 -0.167 -0.009 -0.24
C 2.584933 -2.301195 2.450474 0.009 0.010 -0.010 0.00
C 3.928458 -2.682528 3.017785 0.021 0.008 -0.002 -1.45
O 3.045561 -0.328012 -0.810476 -0.052 -0.019 0.022 -0.04
C 4.443863 0.028383 -0.595874 -0.020 0.031 -0.019 -0.14
C 4.906147 0.814699 -1.795489 0.020 0.014 0.002 -1.31
H 3.829100 -3.740896 -3.589391 0.002 -0.009 0.011 0.46
H 4.946094 -2.897611 -2.511717 -0.008 0.011 0.002 0.28
H 3.434881 -2.116829 -3.023526 0.005 0.001 0.003 0.19
H 3.628401 -4.619751 -1.247370 0.003 -0.005 -0.023 0.34
H 2.126583 -3.855445 -1.760710 -0.001 0.004 0.001 0.17
H 2.078364 -3.163543 2.011974 -0.019 0.001 -0.003 0.25
H 1.929784 -1.859301 3.198265 0.002 0.015 0.015 0.34
H 4.554837 -3.139512 2.252228 -0.002 0.006 0.002 0.27
H 3.793392 -3.399346 3.828411 -0.008 -0.001 -0.006 0.43
H 4.439269 -1.806316 3.416464 -0.002 -0.006 -0.001 0.34
H 5.021652 -0.886728 -0.462582 0.017 0.004 0.008 0.32
H 4.495207 0.611673 0.322501 -0.021 0.004 0.003 0.32
H 4.948905 0.187407 -2.685307 -0.025 0.006 -0.001 0.29
H 5.902333 1.216577 -1.608311 0.003 -0.022 -0.007 0.40
H 4.231016 1.647859 -1.988448 0.007 0.006 0.010 0.29
S 0.130036 0.337735 -4.767219 -0.037 -0.029 -0.010 -0.36
C -0.080653 -0.223656 -3.308153 -0.006 0.165 0.176 0.47
N -0.285316 -0.604325 -2.192465 0.692 -0.134 -0.010 -0.51
C -5.360607 4.168230 -2.588084 0.066 -0.029 0.012 -1.03
Si -4.040833 2.851558 -2.538030 0.000 0.046 -0.046 0.17
C -4.498877 1.363026 -3.568689 0.008 0.023 0.033 -1.01
C -2.368751 3.520242 -3.045200 -0.049 -0.023 0.023 -0.78
C -3.943203 2.278408 -0.705664 -0.027 0.002 -0.034 -0.61
Te -2.631648 0.661320 -0.434917 -0.004 0.022 -0.045 0.48
C -0.900639 1.804912 -0.151423 0.035 -0.008 0.013 0.26
Si -0.764234 2.813036 1.470334 0.054 0.069 0.077 0.16
C -1.856125 2.075981 2.798981 0.003 0.017 -0.037 -0.80
C -1.264625 4.579437 1.108607 0.011 -0.060 0.024 -1.03
C 1.037587 2.693542 1.947950 -0.075 0.019 -0.023 -0.87
H -5.483211 4.543976 -3.606309 0.001 -0.008 0.006 0.33
H -5.101633 5.016575 -1.951216 -0.005 -0.003 -0.005 0.32
H -6.325519 3.778679 -2.258371 0.004 0.001 -0.002 0.34
H -4.588566 1.646811 -4.619601 -0.009 0.002 0.010 0.33
H -5.455437 0.935262 -3.260151 0.002 0.006 -0.005 0.32
H -3.741825 0.575381 -3.517161 0.009 0.013 -0.011 0.34
H -2.475595 4.116444 -3.954355 0.005 -0.021 -0.007 0.42
H -1.654340 2.723224 -3.270341 -0.002 -0.002 0.015 0.19
H -1.938226 4.172807 -2.281644 -0.016 0.017 -0.008 0.26
H -4.933149 1.940618 -0.391041 0.013 -0.024 0.003 0.54
H -3.625169 3.092408 -0.052398 0.016 0.002 -0.020 0.06
H -0.822659 2.451265 -1.028470 -0.026 0.022 0.013 0.33
H -0.079150 1.089146 -0.207450 -0.032 0.027 -0.005 -0.48
H -2.896599 1.964254 2.480701 -0.003 0.018 0.004 0.35
H -1.861990 2.731163 3.673318 0.017 -0.014 0.001 0.40
H -1.490935 1.097700 3.117068 -0.006 0.001 -0.010 0.09
H -2.346490 4.701013 1.020556 0.005 -0.004 -0.020 0.35
H -0.803737 4.946294 0.188931 0.004 -0.002 0.006 0.35
H -0.935427 5.231858 1.920675 -0.012 -0.008 0.003 0.37
H 1.343902 1.647690 2.034699 -0.001 -0.002 0.011 0.08
H 1.219626 3.180469 2.908466 0.002 0.000 -0.011 0.41
H 1.676607 3.173804 1.203436 -0.003 -0.011 0.001 0.31